Record 1
Computed, not measured: C27H29CdN9O5PS4 as an isolated structure, with the ωB97M-V functional and the def2-TZVPD basis.

Last column: Mulliken charge in e.
CARTESIAN COORDINATES (ANGSTROEM)
1 Cd -0.556 -0.397 -0.115  2.216
2 C 1.929 2.623 5.557  -0.899
3 C 0.887 3.202 4.615  -0.343
4 O -0.297 2.410 4.594  -0.385
5 P -0.492 1.124 3.620  1.040
6 S 0.259 1.594 1.827  -0.647
7 S 0.108 -0.537 4.481  -0.557
8 O -2.095 1.212 3.584  -0.527
9 C -2.879 0.130 3.063  0.061
10 C -3.515 -0.664 4.186  -1.334
11 H 2.842 3.225 5.519  0.382
12 H 2.167 1.600 5.262  0.187
13 H 1.559 2.605 6.584  0.241
14 H 1.292 3.290 3.609  0.280
15 H 0.570 4.192 4.946  0.290
16 H -2.278 -0.522 2.428  0.020
17 H -3.645 0.589 2.440  0.258
18 H -2.741 -1.097 4.818  0.250
19 H -4.122 -1.469 3.761  0.398
20 H -4.153 -0.021 4.796  0.321
21 N 6.843 -0.936 -4.505  -0.616
22 C 5.672 -1.434 -3.910  1.169
23 C 5.079 -2.601 -4.389  -0.719
24 C 3.944 -3.113 -3.781  -0.281
25 C 3.397 -2.468 -2.687  -0.473
26 C 3.984 -1.312 -2.195  -0.215
27 C 5.115 -0.795 -2.804  -0.842
28 S 1.979 -3.144 -1.853  1.177
29 O 2.440 -3.446 -0.518  -0.628
30 O 1.495 -4.249 -2.640  -0.788
31 N 0.923 -1.927 -1.711  -0.284
32 C 0.383 -1.413 -2.853  0.171
33 N 0.804 -1.742 -4.097  -0.437
34 C 0.157 -1.205 -5.117  -0.217
35 C -0.902 -0.323 -4.977  -0.947
36 C -1.221 0.014 -3.674  0.033
37 N -0.592 -0.498 -2.629  0.028
38 H 6.947 -1.167 -5.479  0.218
39 H 7.017 0.038 -4.327  0.225
40 H 5.512 -3.103 -5.249  0.266
41 H 3.458 -4.007 -4.153  0.477
42 H 3.548 -0.818 -1.334  0.347
43 H 5.577 0.108 -2.418  0.258
44 H 0.516 -1.494 -6.103  0.381
45 H -1.427 0.100 -5.819  0.405
46 H -2.005 0.731 -3.453  0.293
47 N 5.737 -0.987 2.301  -0.627
48 C 4.652 -1.358 2.215  -0.293
49 C 3.294 -1.822 2.110  0.441
50 C 2.902 -3.036 2.667  -0.346
51 C 1.590 -3.424 2.537  -1.041
52 C 0.717 -2.605 1.837  -0.537
53 N 1.091 -1.447 1.301  0.628
54 C 2.349 -1.058 1.444  -0.357
55 H 3.626 -3.652 3.184  0.511
56 H 1.234 -4.353 2.960  0.490
57 H -0.322 -2.878 1.697  0.364
58 H 2.608 -0.083 1.050  0.446
59 N -3.215 5.425 -3.679  -0.479
60 C -3.941 4.503 -2.906  0.231
61 S -5.639 4.648 -2.898  -0.551
62 C -3.192 3.517 -2.220  0.781
63 C -1.764 3.458 -2.274  -0.800
64 C -1.080 2.499 -1.575  -0.771
65 N -1.659 1.559 -0.810  0.346
66 C -3.013 1.594 -0.748  -0.518
67 C -3.790 2.509 -1.407  -0.829
68 H -3.793 6.213 -3.922  0.231
69 H -2.322 5.703 -3.297  0.177
70 H -1.195 4.149 -2.882  0.190
71 H 0.004 2.467 -1.623  0.322
72 H -3.469 0.820 -0.141  0.397
73 H -4.867 2.476 -1.322  0.364
74 O -2.971 -3.915 -0.299  -0.705
75 C -2.552 -2.825 -0.041  0.487
76 N -2.169 -1.730 0.243  -0.807

Properties
LUMO level (spin up / spin down), eV: 3.9 / 3.9
Net charge: -2
Spin multiplicity: 2
Expectation value of S²: 0.765
Highest occupied orbital energy (spin up / spin down), eV: -0.9 / -3.1
ΔE to the lowest compared entry with this formula, charge and spin, kJ/mol: 69.5
HOMO-LUMO gap (spin up / spin down), eV: 4.84 / 7.01

Record 2
Computed, not measured: a 6-piece molecular cluster, C27H29Cl2N5 overall in a non-equilibrium geometry, with the ωB97M-V functional and the def2-TZVPD basis.

Last column: Mulliken charge in e.
CARTESIAN COORDINATES (ANGSTROEM)
1 C -6.544 1.826 -0.207  -0.183
2 C -5.767 0.895 -0.927  -0.192
3 C -5.140 -0.157 -0.246  -0.404
4 N -5.073 -0.206 1.117  -0.456
5 C -5.802 0.743 1.786  -0.181
6 C -6.564 1.783 1.180  -0.441
7 H -6.957 2.559 -0.885  0.333
8 H -5.789 1.123 -1.982  0.344
9 H -4.557 -0.824 -0.864  0.441
10 H -5.703 0.761 2.861  0.370
11 H -7.183 2.463 1.747  0.374
12 C 0.620 2.949 -5.593  -0.208
13 C 1.698 3.262 -6.424  -0.298
14 C 2.071 2.382 -7.525  -0.215
15 N 1.471 1.187 -7.676  -0.555
16 C 0.331 0.941 -6.885  -0.243
17 C -0.114 1.856 -5.919  -0.434
18 H 0.288 3.732 -4.927  0.380
19 H 2.153 4.239 -6.351  0.361
20 H 2.912 2.615 -8.162  0.378
21 H -0.150 0.044 -7.246  0.408
22 H -0.913 1.619 -5.232  0.426
23 C -1.244 0.228 -1.279  -0.271
24 C -0.151 -0.133 -2.045  -0.530
25 C 0.945 -0.711 -1.353  -0.225
26 N 1.006 -0.879 0.010  -0.346
27 C -0.105 -0.610 0.697  0.163
28 C -1.216 -0.060 0.075  -0.334
29 H -2.157 0.595 -1.725  0.470
30 H -0.165 0.063 -3.107  0.431
31 H 1.751 -1.092 -1.962  0.358
32 H -0.126 -0.702 1.773  -0.010
33 H -2.063 0.120 0.719  0.370
34 C 1.126 2.424 5.463  -0.432
35 C 1.448 1.442 6.323  -0.192
36 C 1.854 0.190 5.889  -0.350
37 N 1.815 -0.062 4.540  -0.404
38 C 1.393 0.902 3.648  -0.368
39 C 0.962 2.119 4.147  -0.227
40 H 0.692 3.385 5.698  0.332
41 H 1.389 1.565 7.394  0.351
42 H 2.170 -0.566 6.592  0.442
43 H 1.337 0.691 2.590  0.490
44 H 0.559 2.932 3.561  0.359
45 C 4.942 -0.924 -2.640  -0.498
46 C 4.672 -1.223 -1.297  -0.297
47 C 4.722 -2.553 -0.862  -0.161
48 N 4.683 -3.615 -1.684  -0.552
49 C 5.067 -3.396 -2.936  -0.211
50 C 5.060 -2.107 -3.473  -0.183
51 H 4.941 0.055 -3.096  0.405
52 H 4.347 -0.439 -0.629  0.404
53 H 4.403 -2.770 0.147  0.382
54 H 5.107 -4.264 -3.577  0.360
55 H 5.020 -2.048 -4.551  0.343
56 Cl -0.711 -2.124 3.744  -0.191
57 C -0.561 -2.625 5.478  -0.535
58 C -1.689 -3.614 5.960  -0.432
59 Cl -3.342 -2.901 5.805  -0.182
60 H -0.409 -1.747 6.106  0.262
61 H 0.444 -3.021 5.623  0.363
62 H -1.554 -3.690 7.039  0.299
63 H -1.648 -4.627 5.559  0.342

Properties
LUMO level, eV: 0.5
SMILES string: c1ccncc1.c1ccncc1.c1ccncc1.c1ccncc1.c1ccncc1.ClCCCl
Highest occupied orbital energy, eV: -9.2
ΔE to the lowest compared entry with this formula, charge and spin, kJ/mol: 269.6
HOMO-LUMO gap, eV: 9.77

Record 3
Computed, not measured: a 20-piece molecular cluster, C27H29Cl57F2NS overall in a non-equilibrium geometry, with the ωB97M-V functional and the def2-TZVPD basis.

Last column: Mulliken charge in e.
CARTESIAN COORDINATES (ANGSTROEM)
1 C -4.545 -4.968 1.457  -0.838
2 C -4.451 -5.271 -0.072  0.344
3 C -4.039 -4.020 -0.918  1.134
4 F -4.518 -2.844 -0.422  -0.294
5 S -2.193 -4.072 -1.017  0.312
6 F -1.831 -4.750 -2.439  -0.199
7 C -1.515 -2.400 -1.068  0.503
8 C -0.233 -2.255 -0.491  -0.348
9 C 0.349 -0.945 -0.549  -0.449
10 C -0.401 0.092 -1.199  -0.484
11 C -1.696 -0.262 -1.710  -0.457
12 N -2.268 -1.467 -1.670  -0.349
13 H -5.131 -5.779 1.945  0.411
14 H -5.089 -4.023 1.644  0.349
15 H -3.521 -4.976 1.899  -0.075
16 H -5.371 -5.746 -0.477  -0.299
17 H -3.650 -6.041 -0.188  0.089
18 H -4.414 -4.223 -1.950  -0.416
19 H 0.295 -3.102 -0.027  0.430
20 H 1.345 -0.763 -0.116  0.458
21 H 0.032 1.093 -1.283  0.726
22 H -2.284 0.548 -2.184  0.382
23 C 1.237 -5.738 -3.408  0.526
24 Cl 2.099 -4.384 -4.145  -0.144
25 Cl 1.612 -7.246 -4.241  -0.119
26 Cl 1.635 -5.863 -1.687  -0.146
27 H 0.174 -5.554 -3.499  -0.121
28 C 1.249 2.548 2.088  0.434
29 Cl 0.364 1.530 0.933  -0.138
30 Cl 0.384 4.052 2.386  0.067
31 Cl 1.513 1.676 3.597  -0.071
32 H 2.215 2.791 1.655  -0.319
33 C 4.192 3.083 6.626  -0.207
34 Cl 4.592 3.088 4.906  -0.037
35 Cl 2.531 3.625 6.877  0.004
36 Cl 4.428 1.471 7.313  -0.118
37 H 4.858 3.771 7.135  0.351
38 C 0.004 6.916 -0.665  -0.199
39 Cl -0.553 6.830 1.003  0.027
40 Cl 1.117 8.272 -0.868  -0.110
41 Cl 0.773 5.398 -1.143  -0.035
42 H -0.854 7.080 -1.307  0.345
43 C 3.913 -8.279 -7.008  -0.003
44 Cl 4.224 -8.536 -8.728  -0.115
45 Cl 5.274 -8.850 -6.039  -0.102
46 Cl 3.591 -6.575 -6.683  -0.098
47 H 3.034 -8.852 -6.732  0.317
48 C -3.303 -9.259 0.911  -0.056
49 Cl -4.657 -8.702 -0.079  -0.082
50 Cl -2.158 -7.940 1.225  -0.077
51 Cl -3.884 -9.943 2.427  -0.103
52 H -2.781 -10.035 0.363  0.370
53 C 0.830 5.341 10.391  -0.047
54 Cl 0.564 6.638 11.555  -0.118
55 Cl 0.170 5.783 8.808  -0.064
56 Cl 2.549 4.961 10.263  -0.114
57 H 0.309 4.457 10.740  0.298
58 C -6.943 -5.072 -3.612  -0.002
59 Cl -7.056 -6.122 -2.193  -0.122
60 Cl -7.470 -3.437 -3.217  -0.101
61 Cl -5.290 -5.057 -4.248  -0.129
62 H -7.597 -5.467 -4.381  0.379
63 C 3.382 10.346 1.293  0.536
64 Cl 3.203 9.233 2.655  -0.086
65 Cl 2.832 11.964 1.736  -0.129
66 Cl 5.058 10.386 0.740  -0.133
67 H 2.763 9.988 0.477  -0.190
68 C -2.336 3.895 6.418  0.174
69 Cl -4.032 3.404 6.408  -0.135
70 Cl -1.358 2.735 7.324  -0.106
71 Cl -1.725 4.065 4.770  -0.029
72 H -2.265 4.860 6.911  0.059
73 C 9.063 -8.624 -6.948  0.393
74 Cl 9.917 -7.270 -7.692  -0.124
75 Cl 9.433 -10.132 -7.789  -0.116
76 Cl 9.468 -8.750 -5.232  -0.127
77 H 7.997 -8.441 -7.033  -0.024
78 C 4.642 4.185 -0.412  -0.167
79 Cl 4.080 5.854 -0.469  -0.047
80 Cl 5.052 3.719 1.242  -0.079
81 Cl 3.419 3.088 -1.078  -0.093
82 H 5.536 4.104 -1.019  0.388
83 C -0.909 7.900 5.999  0.625
84 Cl 0.131 9.324 5.943  -0.107
85 Cl -2.489 8.307 6.675  -0.120
86 Cl -1.086 7.193 4.390  0.070
87 H -0.442 7.164 6.644  -0.351
88 C -2.306 -5.230 5.182  -0.123
89 Cl -1.328 -3.773 4.973  -0.103
90 Cl -3.873 -4.832 5.887  -0.116
91 Cl -2.515 -6.065 3.635  -0.016
92 H -1.785 -5.896 5.861  0.345
93 C -1.805 10.674 1.023  -0.005
94 Cl -2.698 9.688 -0.145  -0.149
95 Cl -2.659 12.187 1.339  -0.094
96 Cl -1.545 9.780 2.522  -0.036
97 H -0.837 10.913 0.596  0.238
98 C 3.968 -7.165 -12.558  0.495
99 Cl 2.313 -6.588 -12.791  -0.103
100 Cl 4.287 -8.570 -13.577  -0.111
101 Cl 5.128 -5.878 -12.891  -0.116
102 H 4.080 -7.464 -11.521  -0.179
103 C -1.318 -5.050 -13.035  0.492
104 Cl -2.193 -5.600 -11.601  -0.124
105 Cl -2.265 -5.345 -14.494  -0.114
106 Cl -0.905 -3.339 -12.894  -0.116
107 H -0.396 -5.617 -13.108  -0.112
108 C 3.367 -1.839 8.692  0.586
109 Cl 2.118 -2.140 7.478  -0.095
110 Cl 2.665 -1.782 10.310  -0.119
111 Cl 4.634 -3.065 8.602  -0.121
112 H 3.814 -0.874 8.482  -0.224
113 C -5.754 14.349 1.056  0.144
114 Cl -7.026 15.066 0.062  -0.127
115 Cl -4.566 15.570 1.525  -0.120
116 Cl -6.444 13.572 2.484  -0.113
117 H -5.249 13.591 0.468  0.205

Properties
LUMO level, eV: -4.8
Net charge: +1
Highest occupied orbital energy, eV: -11.9
HOMO-LUMO gap, eV: 7.11